[1]
Computed, not measured: a structure of composition H2O5STl, with wB97M-V/def2-TZVPD.

- Relative energy (zero: lowest compared OMol25 entry of this formula, charge and spin): 6.8 kcal/mol
- 2S+1: 1
- Total charge: +1
- Molar mass: 318.461 g/mol
- Orbital gap: 5.26 eV
- E_LUMO: -10.74 eV

Geometry (Å):
Tl 2.94450 0.12432 0.87847
S -0.56183 -0.85177 -1.08774
O 0.81298 -0.80510 -0.63989
O -1.25560 0.28777 -0.50328
O -0.65461 -0.86046 -2.54526
O -1.17138 -2.09271 -0.65633
O 0.29035 1.21196 1.61615
H -0.36696 0.94479 0.97366
H -0.03745 2.04120 1.96421

---

[2]
Computed, not measured: an isolated molecule of C6H11NO, with wB97M-V/def2-TZVPD.

- Relative energy (zero: lowest compared OMol25 entry of this formula, charge and spin): 80.4 kcal/mol
- 2S+1: 1
- Molar mass: 113.160 g/mol
- Orbital gap (alpha / beta): 7.99 / 7.99 eV
- E_LUMO (alpha / beta): 0.88 / 0.88 eV

Geometry (Å):
C 1.99159 0.59212 -0.37371
C 1.35321 -0.74499 -0.65608
C 0.62651 -1.52251 0.27632
C -0.50646 -0.80488 0.62979
N -1.14157 -0.80724 1.86515
C -0.83157 0.08914 -0.44409
C -1.38076 1.46272 -0.20801
O -1.29652 -0.37544 -1.66657
H 1.90791 1.27226 -1.22692
H 3.06501 0.46620 -0.17941
H 1.54593 1.07509 0.49648
H 1.87102 -1.27458 -1.46170
H 0.86715 -2.53545 0.58968
H -1.99327 -0.27831 1.95338
H -0.56681 -0.80323 2.69307
H -1.05959 2.11946 -1.01949
H -2.47628 1.46478 -0.20912
H -1.02421 1.87398 0.73591
H -0.95129 -1.26913 -1.79467

---

[3]
Computed, not measured: a cluster of 2 separate species, C29H24O5S2 in total, with wB97M-V/def2-TZVPD.

- Relative energy (zero: lowest compared OMol25 entry of this formula, charge and spin): 16.4 kcal/mol
- 2S+1: 1
- Molar mass: 516.640 g/mol
- Orbital gap: 2.95 eV
- E_LUMO: -2.98 eV

Geometry (Å):
C 3.98278 -2.98112 2.98310
C 2.83577 -3.15658 3.76726
C 1.78776 -2.23452 3.71005
C 1.91108 -1.04804 2.95378
C 0.82120 -0.06845 2.82228
C -0.50670 -0.51195 2.69639
C -1.64492 0.27090 2.54825
C -2.98004 -0.17649 2.86146
C -4.02391 0.78408 2.92598
C -5.34925 0.38622 3.03057
C -5.67065 -0.98011 3.04410
C -4.65016 -1.93836 3.06508
C -3.31448 -1.54467 3.02628
C 1.17589 1.35122 2.86226
C 0.59953 2.30634 2.00069
C 0.89628 3.66214 2.15522
C 1.83894 4.08263 3.09883
C 2.47165 3.14165 3.92104
C 2.16739 1.79236 3.77802
C 3.13194 -0.83326 2.26862
C 4.11621 -1.81690 2.21707
H 4.77439 -3.73273 2.97724
H 2.75740 -4.02586 4.42202
H 0.87536 -2.40771 4.28230
H -0.64242 -1.59273 2.75830
H -1.56540 1.32378 2.28923
H -3.76430 1.84318 2.84162
H -6.13942 1.13938 3.06106
H -6.71465 -1.29222 3.00462
H -4.89882 -2.99946 3.07156
H -2.52837 -2.29611 3.04150
H -0.02465 1.96396 1.17239
H 0.38590 4.39364 1.52853
H 2.08222 5.13961 3.19986
H 3.19680 3.45077 4.67487
H 2.69390 1.05247 4.38496
H 3.27614 0.10421 1.72879
H 4.99596 -1.67012 1.59032
C -2.30006 -1.41925 0.00997
O -2.09254 -1.22445 -1.43406
C -1.88854 -0.00785 -1.90442
S -0.33659 0.39927 -2.66123
O 0.47303 1.15777 -1.72551
O 0.20734 -0.73429 -3.37849
C -1.08148 1.48458 -3.88444
C -2.42114 1.79908 -3.71418
C -3.07892 2.60439 -4.64630
C -2.36835 3.11669 -5.73431
C -1.01712 2.79190 -5.90777
C -0.37414 1.95870 -4.99036
S -3.25366 1.05890 -2.29869
O -4.37684 0.30446 -2.82438
O -3.44336 2.03613 -1.24160
H -2.53997 -2.47263 0.14356
H -1.36929 -1.15848 0.51452
H -3.11550 -0.76767 0.33090
H -4.13672 2.81850 -4.50754
H -2.87842 3.75120 -6.46000
H -0.46558 3.16749 -6.76995
H 0.66634 1.66584 -5.11870

---

[4]
Computed, not measured: a structure of composition C49H45N4P2RhS2Si, with wB97M-V/def2-TZVPD.

- Relative energy (zero: lowest compared OMol25 entry of this formula, charge and spin): 71.7 kcal/mol
- 2S+1: 1
- Molar mass: 947.001 g/mol
- Orbital gap: 5.37 eV
- E_LUMO: -1.25 eV

Geometry (Å):
Rh 0.14284 -0.30656 -0.16880
C -0.94161 3.35086 1.01860
Si -1.09870 1.74130 0.05978
C -1.25335 2.33474 -1.76125
C -2.17698 3.28947 -2.19379
C -2.25910 3.67194 -3.52373
C -1.40199 3.10928 -4.46084
C -0.44951 2.19069 -4.05250
C -0.36257 1.81620 -2.71172
P 0.95854 0.69934 -2.09389
C 1.36260 -0.36261 -3.52314
C 0.33526 -0.93062 -4.27694
C 0.60748 -1.86098 -5.26770
C 1.91936 -2.24003 -5.51526
C 2.94976 -1.67327 -4.77958
C 2.67640 -0.74269 -3.78789
C 2.44682 1.73294 -1.97658
C 2.60135 2.87444 -2.76167
C 3.79689 3.57367 -2.74503
C 4.84199 3.14274 -1.93692
C 4.68988 2.01647 -1.14605
C 3.49532 1.31089 -1.16616
C -2.75537 1.10080 0.79933
C -4.01118 1.69441 0.65537
C -5.12285 1.21407 1.32996
C -4.99624 0.13274 2.19250
C -3.76273 -0.47595 2.35285
C -2.64791 0.00139 1.66422
P -1.00822 -0.82975 1.75876
C -0.24602 -0.28337 3.30942
C 1.00762 -0.80425 3.62627
C 1.59645 -0.49665 4.83898
C 0.93399 0.32412 5.74418
C -0.29680 0.86772 5.41815
C -0.88739 0.57112 4.19630
C -1.42969 -2.55819 2.19955
C -1.55755 -3.52294 1.20601
C -1.88762 -4.83213 1.52172
C -2.09455 -5.19246 2.84462
C -1.97856 -4.23823 3.84493
C -1.64310 -2.93127 3.52705
H -1.94569 3.78528 1.08826
H -0.28332 4.05462 0.50939
H -0.53939 3.19623 2.01815
H -2.85551 3.73976 -1.47790
H -2.99132 4.40742 -3.83329
H -1.46568 3.39718 -5.50232
H 0.23710 1.77112 -4.77820
H -0.69031 -0.62692 -4.10049
H -0.20401 -2.29007 -5.84292
H 2.13675 -2.97561 -6.27886
H 3.97576 -1.95556 -4.97708
H 3.49027 -0.30955 -3.22144
H 1.78555 3.23087 -3.37622
H 3.91266 4.45521 -3.36210
H 5.77199 3.69679 -1.91745
H 5.47995 1.70097 -0.47786
H 3.37926 0.43574 -0.54271
H -4.13149 2.54101 -0.01202
H -6.09024 1.67890 1.18376
H -5.85737 -0.23867 2.73308
H -3.67113 -1.32960 3.01306
H 1.51158 -1.46327 2.92786
H 2.57372 -0.89500 5.07935
H 1.39207 0.55583 6.69704
H -0.80157 1.52633 6.11304
H -1.85249 0.99312 3.94493
H -1.40061 -3.24412 0.17777
H -1.97458 -5.57209 0.73640
H -2.34137 -6.21559 3.09689
H -2.14360 -4.51301 4.87875
H -1.54586 -2.19610 4.31615
N -4.78955 -2.37855 -4.79088
C -3.66983 -3.05150 -4.43781
S -3.20386 -4.43996 -5.17411
C -2.84910 -2.39519 -3.35925
C -3.17649 -1.16242 -2.80818
C -2.37363 -0.60552 -1.83154
N -1.25429 -1.19561 -1.39139
C -0.94172 -2.39840 -1.91607
C -1.70806 -3.02155 -2.87742
H -5.42304 -2.87893 -5.39505
H -5.22510 -1.74792 -4.13906
H -4.03491 -0.58648 -3.12213
H -2.64145 0.33808 -1.39297
H -0.04393 -2.85490 -1.54288
H -1.41551 -3.98841 -3.25978
C 1.56470 -1.98437 -0.16243
H 2.54404 -1.59247 0.12727
H 1.69475 -2.44626 -1.14568
H 1.29963 -2.78233 0.53845
C 5.78201 0.60417 4.28753
C 4.48148 1.34951 4.20238
C 3.96809 2.05985 5.28013
C 2.78207 2.73747 5.05356
N 2.13469 2.70509 3.90156
C 2.68617 1.97086 2.91656
S 1.87744 1.95730 1.37819
N 3.85129 1.30762 3.03375
H 6.24070 0.70282 5.27048
H 6.47106 0.98450 3.53319
H 5.61972 -0.45284 4.07315
H 4.47058 2.09232 6.23688
H 2.32798 3.33336 5.84139

---

[5]
Computed, not measured: a structure of composition C31H34EuIN8O2PSSe, with wB97M-V/def2-TZVPD.

- Relative energy (zero: lowest compared OMol25 entry of this formula, charge and spin): 0.0 kcal/mol
- 2S+1: 8
- ⟨S²⟩: 15.7595
- Molar mass: 971.536 g/mol
- Orbital gap (alpha / beta): 5.53 / 6.75 eV
- E_LUMO (alpha / beta): -0.07 / -0.07 eV

Geometry (Å):
Eu -1.77974 1.02570 0.25968
C -1.31145 -2.21930 2.30015
C -2.36494 -2.45039 1.23535
N -3.23433 -1.29072 1.08272
C -4.28240 -1.14156 2.09455
C -3.89202 -0.42796 3.39615
S -2.69218 0.92664 3.27133
C -1.26434 0.24329 4.16171
C -0.12053 -0.34310 3.31473
N -0.58403 -0.96162 2.08226
H -1.79052 -2.17931 3.28129
H -0.62759 -3.07349 2.31535
H -1.87027 -2.62353 0.28125
H -2.92925 -3.35899 1.48732
H -3.72232 -1.38217 0.20238
H -5.09187 -0.57627 1.64126
H -4.68692 -2.12474 2.37364
H -4.79610 0.01976 3.80637
H -3.50224 -1.12230 4.14114
H -0.87134 1.06016 4.76958
H -1.65872 -0.49294 4.86178
H 0.56275 0.45199 3.03176
H 0.43654 -1.04899 3.94718
H 0.22985 -1.17775 1.51954
I -2.67339 -0.79566 -2.37705
C -1.48116 -0.39486 -4.02248
C -2.25285 -0.08103 -5.11888
C -1.67008 0.04181 -6.38415
C -0.33537 -0.21529 -6.52319
C 0.48175 -0.53274 -5.40466
C 1.84976 -0.83656 -5.63078
C 2.68480 -1.14647 -4.58593
C 2.19761 -1.07724 -3.28311
C 0.87310 -0.74667 -2.98443
P 0.58868 -0.44323 -1.17215
C 1.97163 0.72978 -0.82227
C 2.56560 0.82492 0.43934
C 3.57558 1.74586 0.69683
C 3.98151 2.62397 -0.29775
C 3.34920 2.58992 -1.53376
C 2.35527 1.65362 -1.79435
C 1.17903 -2.11190 -0.56103
C 2.30175 -2.41259 0.21262
C 2.58560 -3.72492 0.59709
C 1.75116 -4.76296 0.22378
C 0.62991 -4.48401 -0.55143
C 0.35329 -3.18106 -0.93799
C -0.05810 -0.55799 -4.07339
H -3.32257 0.04636 -5.00880
H -2.28818 0.30046 -7.23752
H 0.13448 -0.18439 -7.50162
H 2.21302 -0.82922 -6.65421
H 3.72228 -1.41273 -4.75791
H 2.89909 -1.24577 -2.47279
H 2.22142 0.19748 1.25178
H 4.03636 1.78107 1.67964
H 4.77409 3.34046 -0.10670
H 3.63391 3.29202 -2.30865
H 1.86936 1.64368 -2.76297
H 2.99826 -1.63933 0.49583
H 3.47698 -3.92840 1.18068
H 1.97933 -5.78211 0.51321
H -0.03050 -5.28664 -0.86275
H -0.50842 -2.98924 -1.57110
O -1.81517 3.32821 -0.34767
N -1.22028 3.16615 -1.42763
O -0.99473 1.93981 -1.69224
N 1.41471 3.61186 4.28461
C 1.87628 4.30146 3.21496
N 2.76817 5.28719 3.44672
N 1.52092 4.06633 1.99156
C 0.69641 3.07324 1.72070
N -0.00539 2.20197 1.42923
H 1.63841 3.87330 5.22576
H 0.68734 2.93260 4.14017
H 3.06764 5.54124 4.36688
H 3.08583 5.81468 2.65399
Se -6.45730 2.07050 1.56535
C -4.99222 1.68964 0.58537
N -4.03981 1.36098 -0.00327

---

[6]
Computed, not measured: a structure of composition C42H52N6O4PTi, with wB97M-V/def2-TZVPD.

- Relative energy (zero: lowest compared OMol25 entry of this formula, charge and spin): 1.3 kcal/mol
- 2S+1: 2
- ⟨S²⟩: 0.7527
- Molar mass: 783.757 g/mol
- Orbital gap (alpha / beta): 7.27 / 7.44 eV
- E_LUMO (alpha / beta): -0.55 / -0.54 eV

Geometry (Å):
Ti 1.19049 -1.17157 -0.06733
C 4.13493 1.26612 1.41466
C 2.93038 1.70241 2.22152
C 2.97016 2.95949 2.82512
C 1.95014 3.38594 3.65328
C 0.87463 2.53879 3.88930
C 0.78954 1.29734 3.27481
C -0.38402 0.40802 3.56399
C 1.81147 0.89053 2.41661
N 1.80800 -0.41340 1.79296
C 2.19990 -1.41140 2.65740
O 2.30841 -1.34511 3.86551
C 2.56120 -2.69449 1.92064
C 3.06225 -3.84550 2.48542
C 3.42535 -4.88495 1.63455
C 3.32325 -4.73855 0.25896
C 2.81404 -3.55505 -0.23024
N 2.44623 -2.59722 0.60247
C 2.72000 -3.13120 -1.69543
O 3.23494 -3.82915 -2.55174
N 2.08686 -1.93400 -1.79649
C 2.13817 -1.26345 -3.06334
C 1.57763 -1.78427 -4.22704
C 0.76957 -3.06101 -4.24956
C 1.73903 -1.06425 -5.41228
C 2.42511 0.13893 -5.44576
C 2.95459 0.65697 -4.27018
C 2.81289 -0.03630 -3.07927
C 3.38601 0.51636 -1.79605
H 5.04658 1.46935 1.97901
H 4.20205 1.82557 0.48026
H 4.11343 0.20821 1.17956
H 3.83617 3.59294 2.65667
H 1.99728 4.35947 4.12960
H 0.08880 2.83835 4.57495
H -1.10155 0.91800 4.20634
H -0.04884 -0.48964 4.10031
H -0.89177 0.13344 2.63871
H 3.17153 -3.90763 3.56125
H 3.81702 -5.80631 2.05019
H 3.64145 -5.50569 -0.43498
H 1.05449 -3.74310 -3.45392
H 0.91289 -3.57554 -5.20155
H -0.29531 -2.83038 -4.15125
H 1.31528 -1.47024 -6.32662
H 2.54557 0.67397 -6.38147
H 3.48733 1.60347 -4.27893
H 3.65910 1.56487 -1.90265
H 4.26617 -0.04655 -1.48555
H 2.66610 0.45629 -0.98630
O -1.31177 -0.46413 -2.86059
N -0.62666 -1.06919 -2.13927
O -0.11069 -0.29723 -1.09410
C -2.22822 -3.29367 3.77416
C -1.66684 -3.28595 2.38826
C -1.97511 -4.01305 1.26091
C -1.11881 -3.55158 0.25008
N -0.32624 -2.58507 0.72922
N -0.68774 -2.45288 2.03228
C -1.02360 -4.08537 -1.14436
H -2.88400 -4.15203 3.90676
H -2.80748 -2.38621 3.96066
H -1.43298 -3.34273 4.52141
H -2.72114 -4.79044 1.17181
H -0.19623 -1.80803 2.62750
H -1.69410 -4.93618 -1.25362
H -0.00608 -4.41325 -1.36212
H -1.28027 -3.33244 -1.88020
C -3.46001 1.94409 2.18038
C -2.78104 2.96272 1.25241
C -3.91212 3.73246 0.56146
C -1.95114 3.91658 2.11802
P -1.56517 1.92991 0.19743
C -2.80719 0.97272 -0.76650
C -3.53166 1.41872 -1.87095
C -4.47064 0.60120 -2.49419
C -4.70042 -0.68651 -2.02607
C -3.98462 -1.15382 -0.92927
C -3.05149 -0.32786 -0.31087
C -0.67459 3.11988 -1.00675
C 0.64212 3.44359 -0.27829
C -0.30878 2.41872 -2.32504
C -1.37616 4.43406 -1.36662
H -4.08358 2.48316 2.90409
H -2.73425 1.34852 2.73811
H -4.10589 1.26040 1.62510
H -4.57344 4.14269 1.33537
H -4.51891 3.07826 -0.06807
H -3.56439 4.56694 -0.04259
H -2.55205 4.27749 2.96171
H -1.61352 4.79118 1.55707
H -1.06792 3.42251 2.51980
H -3.35584 2.41071 -2.26995
H -5.02125 0.97252 -3.35177
H -5.43559 -1.32010 -2.51047
H -4.14114 -2.16432 -0.56348
H -2.48194 -0.70128 0.53374
H 1.16622 2.53077 0.00114
H 0.48101 4.02054 0.63821
H 1.29656 4.02840 -0.93962
H 0.41923 1.62679 -2.18298
H 0.14071 3.16614 -2.99327
H -1.16822 1.98632 -2.83127
H -1.58807 5.05371 -0.49514
H -2.30512 4.27385 -1.91710
H -0.70667 5.00889 -2.01871

---

[7]
Computed, not measured: an isolated molecule of C16H17Cl2N3O4S, with wB97M-V/def2-TZVPD.

- 2S+1: 1
- Molar mass: 418.302 g/mol
- Orbital gap: 9.53 eV
- E_LUMO: 0.23 eV

Geometry (Å):
C 2.09584 -0.69375 2.84044
C 3.03160 -1.04516 1.75186
N 3.90250 -2.01147 1.83774
O 4.60716 -2.04442 0.67658
C 4.15480 -1.08198 -0.14549
C 4.80753 -0.91032 -1.46750
C 3.13273 -0.41119 0.47164
C 2.37460 0.78544 0.03801
O 2.50719 1.85578 0.59423
N 1.56115 0.62905 -1.04435
C 1.24290 -0.62129 -1.68475
C -0.14997 -1.10050 -1.23010
N -0.99677 0.02283 -0.88382
S -1.29647 0.30483 0.74002
O -0.89808 -0.84385 1.49583
O -0.82567 1.59244 1.14296
C -3.09659 0.40696 0.72181
C -3.70087 1.58061 1.13176
C -5.08234 1.68109 1.13406
C -5.85430 0.60614 0.72659
C -5.24841 -0.57282 0.31510
Cl -6.20756 -1.90211 -0.19076
C -3.85587 -0.67625 0.31153
Cl -3.08489 -2.11388 -0.18746
C -0.73714 1.21710 -1.65492
C 0.69727 1.72934 -1.42711
H 2.34112 -1.25920 3.73424
H 2.16035 0.37448 3.03981
H 1.07068 -0.91074 2.54050
H 4.65782 -1.79539 -2.08536
H 4.39645 -0.04030 -1.97101
H 5.87932 -0.77636 -1.33251
H 1.99105 -1.37380 -1.44330
H 1.24922 -0.45587 -2.76836
H -0.63292 -1.68149 -2.02402
H -0.07133 -1.71946 -0.33545
H -3.06583 2.39253 1.44813
H -5.55952 2.59331 1.45497
H -6.93099 0.66919 0.72527
H -0.90951 0.97341 -2.70758
H -1.45987 1.97204 -1.34607
H 0.72366 2.44879 -0.60525
H 1.07995 2.20626 -2.33790

---

[8]
Computed, not measured: an isolated molecule of C10H11NO, with wB97M-V/def2-TZVPD.

- Relative energy (zero: lowest compared OMol25 entry of this formula, charge and spin): 67.1 kcal/mol
- 2S+1: 1
- Molar mass: 161.204 g/mol
- Orbital gap: 9.00 eV
- E_LUMO: 0.62 eV

Geometry (Å):
C -1.84842 1.82336 -0.71731
C -2.43666 0.75257 -0.17915
O -3.84732 0.84703 0.00223
N -2.06050 -0.57508 0.01805
C -0.84624 -0.99392 0.07609
C -0.61688 -2.46744 0.22267
C 0.40358 -0.27565 0.06935
C 0.87758 0.25220 1.30439
C 2.11364 0.82687 1.21364
C 2.92026 0.84707 0.10634
C 2.48229 0.29884 -1.06673
C 1.26060 -0.31218 -1.09651
H -2.25509 2.88797 -0.68203
H -0.83212 1.91586 -1.18419
H -4.26152 0.08142 0.31109
H -0.96350 -2.68098 1.27132
H 0.38452 -2.83464 0.25959
H -1.28775 -2.94666 -0.45203
H 0.44873 0.33366 2.23991
H 2.41168 1.33061 2.13973
H 3.95410 1.35026 0.12668
H 3.17494 0.30842 -1.98419
H 0.82408 -0.76959 -1.99896